{"formula": "C9H20BrN", "method": "ωB97M-V/def2-TZVPD", "orbital_gap_ev": 5.945, "elements": ["C", "C", "C", "C", "N", "C", "C", "C", "C", "C", "H", "H", "H", "H", "H", "H", "H", "H", "H", "H", "H", "H", "H", "H", "H", "H", "H", "H", "H", "H", "Br"], "xyz": [[0.720, -1.954, 3.259], [1.298, -1.346, 2.004], [0.764, 0.104, 1.690], [1.020, 0.648, 0.252], [-0.062, 0.347, -0.868], [-1.341, 1.307, -0.708], [-1.820, 1.344, -2.168], [-0.711, 1.044, -3.150], [0.524, 0.862, -2.265], [-0.506, -1.166, -0.980], [-0.265, -2.418, 3.285], [0.748, -1.129, 3.971], [1.330, -2.743, 3.698], [1.092, -2.045, 1.194], [2.385, -1.364, 2.088], [1.045, 0.793, 2.487], [-0.321, 0.151, 1.777], [1.993, 0.288, -0.083], [1.147, 1.724, 0.369], [-1.880, 0.611, -0.065], [-0.845, 2.155, -0.236], [-2.610, 0.594, -2.159], [-2.283, 2.314, -2.345], [-0.860, 0.090, -3.655], [-0.638, 1.846, -3.885], [1.264, 0.124, -2.575], [1.035, 1.793, -2.023], [0.319, -1.836, -1.224], [-1.296, -1.348, -1.708], [-0.782, -1.447, 0.037], [-0.465, 0.656, 3.986]], "lowdin_charge": [-0.232, -0.263, -0.384, -0.104, -0.205, -0.025, -0.171, -0.158, -0.082, 0.042, 0.068, -0.091, 0.062, 0.073, 0.102, -0.037, -0.027, 0.117, 0.117, 0.127, 0.131, 0.111, 0.119, 0.111, 0.120, 0.124, 0.124, 0.098, 0.095, 0.093, -0.054]}

{"formula": "C39H51B3ClF4N14S3Y", "method": "ωB97M-V/def2-TZVPD", "orbital_gap_ev": [7.159, 5.343], "multiplicity": 2, "charge": 1, "elements": ["Y", "C", "C", "C", "C", "N", "N", "B", "N", "N", "C", "C", "C", "C", "C", "S", "C", "C", "C", "C", "N", "N", "C", "C", "C", "C", "C", "S", "C", "C", "C", "C", "C", "S", "C", "C", "C", "C", "H", "H", "H", "H", "H", "H", "H", "H", "H", "H", "H", "H", "H", "H", "H", "H", "H", "H", "H", "H", "H", "H", "H", "H", "H", "H", "H", "H", "H", "H", "H", "H", "H", "H", "H", "H", "H", "H", "H", "C", "C", "N", "N", "C", "B", "N", "C", "C", "C", "N", "N", "C", "C", "C", "N", "N", "C", "C", "C", "N", "H", "H", "H", "H", "H", "H", "H", "H", "H", "H", "H", "H", "F", "B", "F", "F", "F", "Cl"], "xyz": [[-1.228, 1.563, -3.235], [-4.553, -0.907, -0.254], [-3.169, -1.232, 0.226], [-2.805, -2.480, 0.617], [-1.490, -2.757, 1.059], [-0.599, -1.812, 1.140], [-0.954, -0.571, 0.762], [0.119, 0.493, 1.153], [-0.496, 1.509, 2.210], [-1.114, 1.325, 3.361], [-1.663, 2.410, 3.886], [-1.574, 3.667, 3.241], [-0.991, 3.820, 2.010], [-0.932, 5.102, 1.239], [-0.479, 2.626, 1.503], [0.242, 2.041, -0.023], [-2.444, 2.205, 5.180], [-2.779, 3.538, 5.851], [-1.634, 1.341, 6.148], [-3.747, 1.477, 4.812], [1.444, -0.107, 1.527], [1.486, -0.422, 2.858], [2.549, -1.009, 3.298], [3.632, -1.332, 2.417], [3.596, -1.008, 1.111], [4.711, -1.342, 0.173], [2.421, -0.315, 0.614], [2.251, 0.177, -0.977], [2.631, -1.348, 4.779], [3.781, -0.536, 5.392], [2.916, -2.847, 4.950], [1.329, -0.998, 5.489], [-2.151, -0.236, 0.282], [-2.476, 1.360, -0.323], [-1.077, -4.158, 1.468], [0.350, -4.167, 2.007], [-1.174, -5.065, 0.234], [-2.035, -4.650, 2.565], [-5.246, -1.700, 0.021], [-4.565, -0.800, -1.340], [-4.911, 0.031, 0.173], [-3.536, -3.278, 0.583], [-2.007, 4.533, 3.720], [-1.389, 5.914, 1.800], [-1.446, 4.993, 0.282], [0.105, 5.368, 1.021], [-1.881, 4.123, 6.066], [-3.278, 3.343, 6.800], [-3.459, 4.148, 5.252], [-0.713, 1.846, 6.452], [-1.367, 0.385, 5.700], [-2.228, 1.154, 7.043], [-4.334, 2.053, 4.092], [-4.354, 1.334, 5.708], [-3.530, 0.497, 4.381], [4.489, -1.866, 2.808], [5.449, -1.970, 0.670], [5.195, -0.430, -0.182], [4.331, -1.849, -0.713], [4.742, -0.784, 4.934], [3.858, -0.748, 6.460], [3.612, 0.536, 5.268], [3.875, -3.138, 4.519], [2.136, -3.457, 4.487], [2.949, -3.093, 6.013], [1.098, 0.063, 5.398], [1.421, -1.248, 6.548], [0.484, -1.553, 5.071], [1.068, -3.822, 1.261], [0.611, -5.187, 2.294], [0.446, -3.520, 2.881], [-0.480, -4.741, -0.545], [-2.181, -5.076, -0.190], [-0.920, -6.090, 0.509], [-2.048, -3.964, 3.415], [-1.701, -5.625, 2.924], [-3.057, -4.769, 2.202], [2.715, 3.717, -3.792], [1.539, 3.509, -3.079], [0.870, 2.464, -3.571], [1.596, 1.999, -4.617], [2.707, 2.733, -4.763], [1.140, 0.773, -5.465], [0.970, -0.439, -4.495], [1.580, -1.633, -4.444], [1.080, -2.339, -3.365], [0.155, -1.481, -2.789], [0.088, -0.332, -3.456], [-0.246, 1.113, -6.119], [-0.714, 0.768, -7.327], [-1.937, 1.378, -7.527], [-2.171, 2.080, -6.351], [-1.158, 1.921, -5.501], [2.169, 0.558, -6.553], [2.311, 1.316, -7.676], [3.505, 0.988, -8.256], [4.049, 0.010, -7.395], [3.256, -0.240, -6.370], [3.461, 4.476, -3.633], [1.126, 4.067, -2.254], [3.418, 2.509, -5.542], [2.330, -1.885, -5.173], [1.350, -3.332, -3.052], [-0.479, -1.642, -1.931], [-0.145, 0.119, -7.973], [-2.568, 1.313, -8.396], [-3.022, 2.680, -6.069], [1.572, 2.047, -7.962], [3.926, 1.389, -9.162], [4.984, -0.522, -7.486], [-3.507, 1.233, -3.681], [-3.405, -0.227, -3.797], [-2.563, -0.469, -4.868], [-4.625, -0.815, -3.831], [-2.652, -0.559, -2.609], [-1.834, 3.789, -2.204]], "lowdin_charge": [1.212, -0.022, -0.221, 0.086, -0.188, 0.208, 0.044, -0.822, -0.005, 0.225, -0.163, 0.099, -0.195, -0.008, -0.446, 0.931, -0.548, -0.056, -0.047, -0.033, -0.017, 0.188, -0.211, 0.060, -0.239, -0.058, -0.633, 0.738, -0.550, -0.034, -0.033, -0.063, -0.520, 0.815, -0.546, -0.052, -0.025, -0.032, 0.097, 0.079, 0.084, 0.135, 0.123, 0.092, 0.043, 0.101, 0.096, 0.094, 0.087, 0.093, 0.066, 0.094, 0.091, 0.093, 0.083, 0.125, 0.085, 0.091, 0.076, 0.083, 0.092, 0.093, 0.081, 0.075, 0.094, 0.068, 0.094, 0.082, 0.087, 0.095, 0.067, 0.089, 0.086, 0.096, 0.095, 0.094, 0.082, -0.025, -0.158, -0.091, 0.025, -0.031, -0.629, 0.044, -0.042, -0.042, -0.189, -0.081, 0.022, -0.056, -0.021, -0.113, -0.069, -0.028, -0.101, -0.054, -0.144, 0.072, 0.103, 0.079, 0.128, 0.108, 0.100, 0.100, 0.135, 0.107, 0.127, 0.128, 0.097, 0.105, -0.010, -1.245, 0.160, 0.211, 0.019, -0.063]}

{"formula": "C4H11N3O2", "method": "ωB97M-V/def2-TZVPD", "orbital_gap_ev": 8.259, "smiles": "[H]/N=C(/N)NC.CC(=O)O", "elements": ["C", "C", "N", "N", "N", "H", "H", "H", "H", "H", "H", "H", "H", "C", "C", "O", "O", "H", "H", "H"], "xyz": [[0.286, 2.909, -0.725], [0.818, 1.176, 0.896], [1.556, 0.161, 0.775], [-0.082, 1.663, -0.076], [0.799, 1.854, 2.081], [1.435, -0.650, 0.189], [0.716, -3.141, 0.024], [-0.384, 0.910, -0.667], [1.281, 1.431, 2.836], [0.247, 2.661, 2.280], [-0.471, 3.323, -1.385], [1.192, 2.766, -1.329], [0.596, 3.612, 0.041], [-1.623, -3.121, -0.659], [-0.609, -1.999, -0.821], [0.620, -2.301, -0.420], [-0.893, -0.945, -1.308], [-2.501, -3.123, -1.288], [-1.900, -3.131, 0.399], [-1.086, -4.055, -0.842]], "lowdin_charge": [-0.112, -0.592, 0.126, -0.041, 0.124, 0.002, 0.124, 0.064, 0.078, 0.085, 0.073, 0.077, 0.065, 0.018, -0.561, 0.099, 0.108, 0.087, 0.096, 0.081]}